No. 1
# C4H10OS

A single C4H10OS molecule in a non-equilibrium geometry (ωB97M-V with the def2-TZVPD basis set, the OMol25 dataset).

Each line ends with the Mulliken charge.
Atoms and positions in Å:
C (1.838, -0.982, 0.300)  -0.740
S (1.638, 0.822, 0.180)  -0.104
C (-0.080, 0.896, 0.977)  -0.916
C (-1.205, 0.640, -0.024)  -0.233
C (-1.277, -0.792, -0.547)  -0.538
O (-2.524, -0.978, -1.078)  -0.494
H (1.990, -1.091, 1.401)  0.257
H (0.942, -1.460, -0.011)  0.156
H (2.761, -1.350, -0.182)  0.321
H (-0.180, 1.840, 1.498)  0.407
H (-0.008, 0.128, 1.768)  0.339
H (-1.175, 1.367, -0.821)  0.276
H (-2.049, 0.873, 0.563)  0.342
H (-0.504, -0.910, -1.327)  0.341
H (-0.975, -1.570, 0.261)  0.250
H (-2.476, -1.733, -1.656)  0.336

Values from the calculation:
Net charge: 0
SMILES: CSCCCO

No. 2
# C6H19NO4

5 unconnected molecules or ions with the total composition C6H19NO4 in a non-equilibrium geometry (ωB97M-V with the def2-TZVPD basis set, the OMol25 dataset).

Each line ends with the Mulliken charge.
Atoms and positions in Å:
C (0.489, -2.796, 0.081)  -0.734
C (0.424, -1.786, 0.863)  -0.273
C (0.201, -0.445, 0.468)  0.580
C (-0.990, 0.167, 0.371)  0.601
C (-2.325, -0.530, 0.591)  -1.132
N (-1.024, 1.457, -0.075)  -0.191
C (-2.266, 2.276, -0.237)  -1.152
H (0.489, -3.847, 0.394)  0.294
H (0.144, -2.804, -0.952)  0.212
H (0.964, -1.861, 1.939)  0.092
H (1.026, 0.322, 0.284)  -0.479
H (-2.099, -1.645, 0.795)  0.292
H (-3.187, -0.206, 1.249)  0.336
H (-2.551, -0.487, -0.500)  0.351
H (-0.284, 2.018, -0.494)  0.230
H (-3.085, 2.314, 0.420)  0.389
H (-2.814, 2.034, -1.116)  0.381
H (-1.959, 3.277, -0.374)  0.361
O (2.436, 1.825, 0.563)  -0.625
H (2.573, 1.215, -0.116)  0.243
H (3.194, 2.347, 0.557)  0.281
O (1.801, 1.123, 3.074)  -0.567
H (2.461, 1.250, 2.506)  0.305
H (1.037, 0.729, 3.055)  0.269
O (-1.466, -1.402, -2.703)  -0.630
H (-1.223, -1.032, -3.551)  0.295
H (-0.684, -1.178, -2.075)  0.291
O (2.700, -0.566, -1.655)  -0.595
H (2.575, -1.432, -1.289)  0.322
H (3.442, -0.336, -2.074)  0.254

Values from the calculation:
Net charge: 0
SMILES: C=C/C=C(\C)NC.O.O.O.O

No. 3
# C24H34F3NO13P2S

3 unconnected molecules or ions with the total composition C24H34F3NO13P2S in a non-equilibrium geometry (ωB97M-V with the def2-TZVPD basis set, the OMol25 dataset).

Each line ends with the Mulliken charge.
Atoms and positions in Å:
N (3.715, 4.157, -1.798)  -0.435
C (4.113, 5.043, -2.440)  0.498
O (4.261, 5.891, -3.445)  -0.424
C (3.257, 6.885, -3.320)  0.337
C (3.523, 8.144, -2.808)  -0.809
C (2.461, 9.036, -2.698)  -0.373
C (1.161, 8.717, -3.081)  -0.938
C (0.924, 7.448, -3.589)  0.775
C (1.971, 6.515, -3.713)  0.603
C (1.637, 5.113, -4.244)  0.008
O (2.366, 4.500, -4.970)  -0.480
C (0.263, 4.600, -3.793)  -0.545
C (-0.711, 5.486, -3.681)  0.491
S (-2.302, 4.842, -3.091)  1.240
O (-1.978, 3.874, -2.078)  -0.559
O (-3.001, 4.194, -4.163)  -0.664
C (-3.316, 6.136, -2.218)  0.674
F (-2.771, 6.346, -1.023)  -0.211
F (-4.524, 5.612, -2.018)  -0.200
F (-3.482, 7.257, -2.900)  -0.185
C (-0.460, 6.958, -4.014)  0.015
O (-1.249, 7.658, -4.588)  -0.501
H (4.536, 8.387, -2.481)  0.474
H (2.648, 10.024, -2.271)  0.372
H (0.346, 9.435, -2.981)  0.510
H (0.148, 3.539, -3.550)  0.301
C (-2.428, 0.416, 0.078)  -0.981
C (-0.983, 0.470, 0.540)  -0.392
O (-0.129, -0.372, -0.238)  -0.143
P (0.131, 0.043, -1.817)  1.309
O (1.103, 1.172, -1.609)  -0.830
O (1.248, -1.075, -2.285)  -0.466
C (2.571, -0.715, -2.676)  -0.278
C (3.516, -0.723, -1.490)  -1.081
O (-1.091, -0.956, -2.320)  -0.441
C (-0.950, -2.367, -2.540)  -0.266
C (-0.552, -3.167, -1.321)  -0.848
H (-2.539, 0.838, -0.924)  0.220
H (-3.069, 0.985, 0.754)  0.432
H (-2.784, -0.614, 0.036)  0.222
H (-0.609, 1.498, 0.511)  0.297
H (-0.914, 0.121, 1.571)  0.295
H (2.577, 0.245, -3.191)  0.242
H (2.902, -1.458, -3.406)  0.342
H (3.112, -0.172, -0.640)  0.284
H (4.479, -0.286, -1.760)  0.370
H (3.683, -1.746, -1.147)  0.304
H (-0.273, -2.548, -3.374)  0.276
H (-1.932, -2.712, -2.872)  0.357
H (0.422, -2.881, -0.931)  0.125
H (-0.497, -4.228, -1.573)  0.491
H (-1.270, -3.030, -0.511)  0.191
C (-2.731, -8.029, 4.713)  -0.992
C (-2.696, -6.982, 3.613)  -0.368
O (-1.792, -5.915, 3.904)  -0.268
P (-0.178, -6.259, 3.925)  1.104
O (0.109, -6.369, 2.457)  -0.804
O (0.493, -4.775, 4.160)  -0.305
C (1.329, -4.152, 3.186)  -0.712
C (0.520, -3.293, 2.234)  -0.623
O (-0.166, -6.537, 5.555)  -0.381
C (-0.052, -5.515, 6.556)  -0.178
C (-1.165, -4.490, 6.563)  -0.952
H (-1.774, -8.552, 4.791)  0.291
H (-3.504, -8.772, 4.512)  0.400
H (-2.926, -7.568, 5.681)  0.205
H (-2.428, -7.439, 2.656)  0.304
H (-3.685, -6.536, 3.502)  0.314
H (1.925, -4.892, 2.654)  0.387
H (2.036, -3.519, 3.728)  0.342
H (-0.348, -3.820, 1.836)  0.265
H (1.135, -2.959, 1.397)  0.286
H (0.133, -2.413, 2.753)  0.211
H (0.926, -5.041, 6.491)  0.257
H (-0.066, -6.043, 7.513)  0.361
H (-1.214, -3.919, 5.638)  0.218
H (-1.004, -3.778, 7.375)  0.386
H (-2.137, -4.966, 6.694)  0.247

Values from the calculation:
Net charge: 0
SMILES: N#COc1cccc2c1C(=O)C=C(S(=O)(=O)C(F)(F)F)C2=O.CCOP(=O)(OCC)OCC.CCOP(=O)(OCC)OCC

No. 4
# C7H10O2

A molecular structure, C7H10O2 in a non-equilibrium geometry (ωB97M-V with the def2-TZVPD basis set, the OMol25 dataset).

Each line ends with the Mulliken charge.
Atoms and positions in Å:
C (0.455, 0.760, -0.611)  0.204
C (0.595, 2.206, -0.174)  -1.308
C (-1.401, -0.228, 1.359)  -1.363
C (-0.610, -2.055, -0.234)  -1.334
C (1.685, 0.085, -1.202)  0.370
C (0.990, -0.314, 0.735)  -0.814
C (-0.290, -0.783, 0.513)  1.368
O (1.979, -0.803, -0.231)  -0.216
O (2.270, 0.272, -2.230)  -0.577
H (-0.408, 0.639, -1.272)  0.434
H (-0.287, 2.528, 0.380)  0.358
H (1.471, 2.336, 0.459)  0.321
H (0.709, 2.840, -1.052)  0.383
H (-1.632, -0.933, 2.163)  0.408
H (-1.122, 0.725, 1.802)  0.354
H (-2.314, -0.099, 0.773)  0.338
H (-0.682, -2.860, 0.504)  0.371
H (-1.576, -1.996, -0.735)  0.336
H (0.168, -2.322, -0.946)  0.365

Values from the calculation:
Net charge: 0

Number 1: frontier orbital gap 9.23 eV, energy -17192.08029 eV. Number 2: frontier orbital gap 7.66 eV, energy -16205.82760 eV. Number 3: frontier orbital gap 8.06 eV, energy -91108.48640 eV. Number 4: frontier orbital gap 9.11 eV, energy -11512.46890 eV.